## w
Here is a gas-phase ion, C3H6N2S (charge +2) from the Open Molecules 2025 dataset. Energies are from ωB97M-V/def2-TZVPD.

Structure (ORCA input):
```
! wB97M-V def2-TZVPD RIJCOSX def2/J DEFGRID3
* xyz 2 1
C 1.76198 1.19664 1.75594
C 0.37183 0.18156 0.58358
C 0.00552 -0.59690 -0.65232
N 1.79421 0.21391 0.99684
N -1.42218 -0.53739 -0.99786
S -0.19533 1.38358 1.62090
H 2.45364 1.73820 2.28092
H 0.18371 -1.69796 -0.54819
H 0.49447 -0.19418 -1.50353
H -1.63309 0.23855 -1.55476
H -2.05016 -0.61827 -0.25628
H -1.76459 -1.30772 -1.72523
*
```

**E_LUMO (spin up / spin down)**: -11.8 / -11.8 eV
**Kohn-Sham gap (spin up / spin down)**: 8.070 / 8.071 eV



## x
Here is a molecular structure, C3H6N2S from the Open Molecules 2025 dataset. Energies are from ωB97M-V/def2-TZVPD.

Structure (ORCA input):
```
! wB97M-V def2-TZVPD RIJCOSX def2/J DEFGRID3
* xyz 2 1
C -0.04686 2.75445 0.35715
C -0.00096 0.74521 0.18499
C -0.64291 -0.74658 -0.14543
N -0.86475 1.84172 0.25259
N 0.35293 -1.86701 -0.13255
S 1.47950 1.40161 0.20533
H 0.09513 3.76076 0.10178
H -1.18768 -0.70224 -1.08418
H -1.23713 -0.92482 0.84622
H 0.88651 -2.03945 0.82768
H 1.07495 -1.56439 -0.70934
H 0.09128 -2.65927 -0.70424
*
```

**E_LUMO**: -11.7 eV
**Kohn-Sham gap**: 8.409 eV



Ranking the structures above from most stable to least stable yields w, x.